This record from the OMol25 dataset describes a 10-piece molecular cluster, C45H57N9O3 overall. The level of theory is ωB97M-V/def2-TZVPD.

E_HOMO (spin up / spin down) ... 0.1 / -4.5 eV
⟨S²⟩ ... 0.76
DFT total energy ... -67137.850 eV
LUMO level (spin up / spin down) ... 1.887 / 1.829 eV
Multiplicity ... 2
Net charge ... -1
HOMO-LUMO gap (spin up / spin down) ... 1.751 / 6.363 eV

Last column: Mulliken charge in e.
Cartesian coordinates (Å):
C (-1.512, -0.842, -0.315)  -0.69
C (-0.604, 0.160, 0.407)  1.99
C (0.462, 0.449, -0.690)  -0.08
O (0.466, -0.712, -1.463)  0.01
C (-0.500, -1.689, -1.076)  0.05
H (-2.334, -0.436, -0.904)  0.21
H (-2.085, -1.468, 0.369)  0.62
H (-0.187, -0.232, 1.335)  -0.60
H (-1.053, 1.087, 0.762)  -0.94
H (1.411, 0.625, -0.184)  -0.12
H (0.118, 1.234, -1.362)  0.10
H (0.149, -2.341, -0.492)  -0.21
H (-0.957, -2.123, -1.965)  -0.12
C (-3.941, 1.692, 0.938)  -0.28
C (-3.785, 1.024, 2.328)  0.69
O (-4.413, 0.053, 2.823)  -0.79
N (-2.750, 1.474, 2.982)  0.28
C (-2.447, 1.037, 4.331)  -1.19
H (-2.986, 1.807, 0.425)  -0.46
H (-4.425, 2.653, 1.113)  0.41
H (-4.672, 1.156, 0.332)  0.28
H (-2.259, 2.272, 2.605)  0.27
H (-1.811, 0.153, 4.374)  0.33
H (-3.322, 0.924, 4.971)  0.37
H (-1.938, 1.826, 4.883)  0.34
C (1.128, 3.247, 1.653)  -0.55
C (-0.059, 4.081, 1.872)  0.30
O (-1.159, 3.572, 1.947)  -0.77
N (-0.067, 5.433, 2.024)  -0.15
C (1.074, 6.324, 1.771)  -1.11
H (1.118, 2.253, 2.102)  0.02
H (2.020, 3.724, 2.057)  0.49
H (1.143, 3.093, 0.574)  0.15
H (-0.984, 5.811, 2.214)  0.28
H (1.535, 6.679, 2.693)  0.35
H (0.680, 7.306, 1.508)  0.37
H (1.923, 5.908, 1.229)  0.33
N (-2.383, 2.473, -2.421)  0.05
C (-3.219, 2.253, -3.494)  -0.21
C (-4.213, 3.212, -3.918)  -0.69
C (-4.275, 4.439, -3.213)  -0.37
C (-3.500, 4.574, -2.046)  -0.98
C (-2.529, 3.611, -1.765)  -0.03
H (-3.216, 1.288, -3.979)  0.43
H (-4.821, 3.020, -4.790)  0.39
H (-4.964, 5.183, -3.584)  0.38
H (-3.536, 5.407, -1.360)  0.46
H (-1.972, 3.649, -0.841)  0.56
N (3.846, 0.854, -0.946)  -0.33
C (3.506, 1.418, -2.133)  -0.13
C (3.945, 0.935, -3.374)  -0.64
C (4.761, -0.198, -3.348)  -0.38
C (4.996, -0.833, -2.128)  -0.34
C (4.641, -0.251, -0.910)  -0.35
H (2.770, 2.206, -2.073)  0.44
H (3.939, 1.670, -4.165)  0.43
H (5.024, -0.568, -4.328)  0.37
H (5.507, -1.782, -2.198)  0.56
H (5.115, -0.665, -0.032)  0.38
N (0.214, -0.154, 5.882)  -0.47
C (0.521, 0.326, 7.106)  -0.45
C (1.560, 1.234, 7.234)  -0.21
C (2.389, 1.493, 6.168)  -0.85
C (2.001, 0.994, 4.890)  -0.03
C (0.938, 0.111, 4.776)  -0.49
H (-0.150, 0.165, 7.936)  0.34
H (1.796, 1.745, 8.155)  0.37
H (3.117, 2.290, 6.211)  0.36
H (2.634, 1.213, 4.043)  0.40
H (0.634, -0.349, 3.847)  0.93
N (-4.463, -4.981, 0.522)  -0.60
C (-5.402, -4.115, 1.006)  -0.13
C (-5.619, -2.855, 0.539)  -0.32
C (-4.844, -2.412, -0.522)  -0.21
C (-3.869, -3.253, -1.040)  -0.10
C (-3.769, -4.594, -0.541)  -0.41
H (-6.007, -4.274, 1.887)  0.30
H (-6.280, -2.162, 1.039)  0.31
H (-5.068, -1.410, -0.856)  0.36
H (-3.446, -3.001, -2.001)  0.41
H (-3.002, -5.238, -0.944)  0.41
N (2.535, -6.710, -2.610)  -0.60
C (3.503, -5.734, -2.769)  -0.24
C (3.308, -4.360, -2.439)  -0.56
C (2.033, -3.956, -2.047)  0.23
C (0.981, -4.863, -1.907)  -0.28
C (1.306, -6.230, -2.258)  -0.31
H (4.445, -6.184, -3.048)  0.38
H (4.074, -3.610, -2.565)  0.24
H (1.981, -2.896, -1.848)  0.46
H (0.024, -4.415, -1.682)  0.29
H (0.565, -7.014, -2.202)  0.37
N (0.429, 1.105, -5.253)  -0.57
C (-0.109, 0.107, -4.514)  0.29
C (-0.584, -1.080, -5.039)  -0.48
C (-0.212, -1.371, -6.368)  -0.48
C (0.292, -0.415, -7.136)  -0.35
C (0.484, 0.837, -6.602)  -0.43
H (-0.324, 0.261, -3.467)  0.37
H (-1.169, -1.768, -4.446)  0.38
H (-0.563, -2.287, -6.820)  0.37
H (0.349, -0.442, -8.214)  0.36
H (0.854, 1.688, -7.154)  0.44
N (3.767, -2.991, 4.197)  -0.75
C (2.760, -3.117, 3.297)  -0.45
C (2.583, -2.174, 2.301)  -0.63
C (3.409, -1.006, 2.329)  -0.35
C (4.446, -0.939, 3.191)  -0.48
C (4.652, -1.941, 4.112)  -0.42
H (2.068, -3.926, 3.478)  0.32
H (1.853, -2.182, 1.504)  0.48
H (3.444, -0.285, 1.525)  0.66
H (5.054, -0.046, 3.181)  0.35
H (5.480, -1.940, 4.805)  0.33